(1)
ORCA calculation (ωB97M-V with the def2-TZVPD basis set) on a 6-piece molecular cluster, C30H79N5O5 overall at a distorted geometry.

For the total energy, the calculation gives -1838.947352 Ha. The largest force on an atom is 2.7 eV/A. The HOMO energy is -0.6095 hartree. The LUMO energy comes out at -7.84 eV.

ORCA input file:
```
! RIJCOSX wB97M-V def2-TZVPD def2/J DEFGRID3
* xyz 4 1
H -2.7100 -5.0313 1.7133
H 0.5935 -2.6394 2.5721
C -2.4772 1.6387 1.2582
H 1.3935 4.8849 1.5973
C -1.6289 -5.0285 1.8596
H 2.9805 -4.0057 -5.3785
H 2.5927 5.9843 0.8830
H 2.9994 3.0083 0.7226
C -2.8422 0.2419 -4.1227
H 3.7728 -4.9282 -4.1154
C -0.1249 1.7657 -2.9531
H -2.9189 -2.7337 2.8988
H 3.6261 2.3647 4.8975
H 1.5920 -4.3729 4.0702
H 1.8546 0.8914 1.9140
H 0.6381 -4.2757 -1.9252
H -2.7084 5.1537 1.5251
H -2.1496 -2.9355 5.3293
H 4.9624 3.1553 4.2325
H -3.7236 0.8779 4.1174
H -1.5392 -5.5153 2.8254
H -1.4550 -1.9404 3.3028
C -3.6206 1.2638 2.1765
H -1.1072 4.4204 -0.0994
H -3.5822 -1.8574 -1.5903
H -2.3043 -0.7018 -4.1598
C 0.5649 -4.4655 3.7232
H 0.3466 -5.5286 3.6208
C -2.0961 1.1640 -6.1889
H -0.2669 -4.6974 5.7555
H -1.6318 3.1328 3.3799
H -1.6082 0.9756 1.2936
H -2.7592 1.4916 0.2124
H -2.1105 -0.9208 -1.4426
H 3.7192 -2.7256 -3.5030
C -2.5801 -2.3469 0.2751
H 2.0820 3.3643 3.0515
C 3.9885 2.7480 3.9415
H -3.7230 2.7265 -4.7762
C 3.0421 3.7721 3.3717
H -0.5070 2.8003 -2.9213
C 3.8130 3.6826 0.9921
C -0.5117 1.4362 -4.3905
H 0.3385 -0.0742 1.9890
H -0.6290 -1.9439 0.8401
C 2.2762 -1.6951 -2.2193
H -0.0837 0.5142 -4.7822
N -1.9985 1.3850 -4.6873
C -1.8987 -2.9393 3.2201
C 2.2820 5.4774 1.7951
H 4.6863 3.1340 1.3262
H -4.0501 0.3337 1.7945
N 1.9335 -3.8708 -3.5865
H 2.1330 6.2025 2.5905
H -0.8324 4.3728 2.3836
H 4.0324 0.8832 3.4863
C 2.8019 -4.6646 -4.5312
H 4.3984 6.0182 3.3086
H -0.4292 2.7942 -0.1551
C 0.3009 -3.6846 2.4411
H -2.9576 0.4814 -3.0668
H 5.5430 4.7620 2.7194
H -2.7474 2.7458 -3.3108
H 1.4135 -2.3249 -4.8837
H 2.3035 -5.5987 -4.7795
N -2.0132 3.0698 1.3261
H -3.6520 3.8636 2.3699
H -0.6398 -3.4176 0.0718
O -3.1643 1.3805 3.5128
H 1.7878 -0.8568 1.3758
H 4.0419 4.2526 0.0927
H -2.3800 -4.5008 4.5537
H -1.4668 1.9307 -6.6434
C -1.7417 -3.6145 4.5831
H -1.5384 0.2704 -6.4734
H 4.8927 6.0742 1.6639
H -3.8151 0.1738 -4.5986
O 1.2517 -2.0065 -1.2922
H -0.1132 0.7445 -1.2150
H -2.0160 3.1729 -0.8254
H 3.3516 -3.5661 -2.0664
H -3.4000 -3.0274 0.5265
N 3.4314 4.5788 2.1353
H 0.5250 -3.7459 -5.1715
C -0.2942 -4.0029 4.9174
C 1.1979 -4.8412 -2.6624
C -1.2443 -2.8508 0.7830
H -1.1133 -5.5342 1.0521
H 2.0198 -5.3536 -2.1638
C 4.6853 5.3775 2.4744
C 1.2691 0.1095 1.4211
O -0.6404 0.8657 -2.0449
H 0.6753 -5.4963 -3.3514
C -3.0710 4.1334 1.4879
H -2.0915 3.4514 -4.8807
C -2.5754 -1.8689 -1.1646
H 3.0982 -1.2758 -1.6262
H -0.2665 2.5614 2.5769
H -2.8564 -1.5366 0.9608
C -2.7049 2.6961 -4.3966
O 4.2434 1.6948 3.0143
H -0.0461 2.2074 -5.0078
N -1.1617 -3.6057 2.0930
H -4.4615 1.9605 2.0901
H 0.1218 -2.8066 -3.6528
H -3.1141 1.1252 -6.5582
C -1.0465 3.3134 2.4772
H -3.8217 3.9956 0.7078
H 2.8164 4.4778 4.1739
H 0.9623 1.7656 -2.8250
C 2.8864 -2.9522 -2.8385
C -1.3454 3.3616 0.0115
H 1.1107 -1.1676 -0.7795
O 0.8207 0.4886 0.1366
H -2.0851 -2.5054 -1.9120
H 0.1906 -3.1205 5.3499
H 0.9493 -4.0269 1.6355
C 0.8857 -3.1191 -4.3562
H 1.9747 -0.8999 -2.9067
*
```



(2)
ORCA calculation (ωB97M-V with the def2-TZVPD basis set) on C13H37BeF12N3O4P2 as an isolated structure at a distorted geometry.

For the total energy, the calculation gives -2878.466435 Ha. The largest force on an atom is 3.4 eV/A. The HOMO energy is -0.3927 hartree. The value obtained for the energy above the lowest of the compared OMol25 structures with the same formula, charge and spin is 14.699 eV. The LUMO energy comes out at -8.23 eV.

ORCA input file:
```
! RIJCOSX wB97M-V def2-TZVPD def2/J DEFGRID3
* xyz 0 1
H 0.2357 5.8518 2.4770
N -2.5219 1.8933 -2.7755
C -1.4467 1.1965 -4.7805
F 6.1837 -1.3210 -0.5839
H 3.6089 2.6837 -0.5943
C 0.6377 4.9505 2.9397
C -2.7565 1.4514 -4.1013
F 6.9596 -3.2342 -1.5899
H 4.2200 0.0326 4.0952
H -1.0174 -3.2385 4.0954
H 1.2042 5.3216 3.7937
F 5.0298 -2.2744 -2.1662
H -1.2805 -6.0296 -2.0852
H -0.2968 -4.2017 -1.7189
H 4.0321 1.2158 5.2756
H 3.9205 3.4390 1.4315
C -0.9886 -4.1487 3.4964
F 5.0084 -4.2880 -1.0622
F -5.3119 1.5484 4.1585
O -0.6840 -3.9117 2.0567
C -1.0325 -4.8720 -0.1538
C -0.6163 -5.1108 1.3150
F -3.6089 0.8308 2.9573
H -5.8759 0.7640 -5.6658
H 2.7592 3.8785 -1.0854
F -5.2605 2.0179 1.8842
O -4.2473 -0.2662 -5.3109
F -5.1748 -0.6824 3.6432
H -0.1133 4.3342 3.4339
H -2.2018 2.8498 -2.7234
H -5.0803 0.4098 -7.0700
H 0.0538 -6.4958 -1.1256
C -4.8576 0.7349 -6.0537
H -1.6092 -6.8995 -0.5427
P -5.2026 0.6699 2.8117
H -1.9962 -4.3848 -0.0053
H 4.1245 5.7632 -0.4684
H -3.4498 -0.5132 -3.4629
H -0.8089 2.0446 -4.5314
N 2.8176 3.2405 -0.3046
H 1.9923 5.7690 0.7809
F 4.2579 -2.2826 -0.0783
H -3.4133 2.0870 -2.3419
O 2.2415 0.3626 4.5791
C -3.8250 0.3199 -4.0573
O 1.4241 4.1844 2.0471
H -1.9746 -4.6125 3.5235
H -1.7266 1.1339 -5.8321
H 1.7937 0.4478 5.4240
H -1.0221 0.2446 -4.4617
N -0.1841 -3.8605 -0.7750
H 3.7166 -0.5455 5.6500
F -6.8023 0.5227 2.7238
H 5.2307 5.1752 0.7940
H -3.1978 2.2951 -4.6319
H -4.6563 0.7255 -3.4806
C 2.3988 4.9727 1.4044
H 2.9431 5.5363 2.1622
C 3.5856 0.2772 4.9471
F 6.1706 -3.3219 0.6925
H 0.3342 -5.6313 1.4318
C -0.9814 -6.1640 -1.0457
C 3.3845 4.0553 0.7097
P 5.6173 -2.8248 -0.7795
F -4.9802 -0.2301 1.4646
H -1.3548 -5.8051 1.7158
H 0.7144 -4.2681 -0.5591
H -0.2017 -4.7262 3.9816
Be 0.0995 -0.0979 0.7157
H 5.1517 4.3448 -0.6085
H -4.5713 1.7865 -6.0614
C 4.4790 4.8794 0.0621
*
```



(3)
ORCA calculation (ωB97M-V with the def2-TZVPD basis set) on C6H8 as an isolated structure at a distorted geometry.

For the total energy, the calculation gives -233.303895 Ha. The largest force on an atom is 3.0 eV/A. The HOMO energy is -0.3239 hartree. The value obtained for the energy above the lowest of the compared OMol25 structures with the same formula, charge and spin is 2.262 eV. The LUMO energy comes out at 1.18 eV.

ORCA input file:
```
! RIJCOSX wB97M-V def2-TZVPD def2/J DEFGRID3
* xyz 0 1
C 0.4270 -0.3100 -1.3443
C 0.0360 0.9617 0.4168
H 1.7207 -0.5856 0.9316
C -1.2821 0.1665 0.2400
C 0.5784 0.9739 -1.0079
H 0.9886 1.7907 -1.5990
C 0.6337 -0.4374 0.9863
C -0.2604 -0.9562 -0.1324
H 0.4124 1.4494 1.2728
H 0.2887 -0.6763 2.0119
H -1.8173 0.0237 1.1814
H -1.9794 0.4465 -0.5597
H -0.5339 -2.0044 -0.1849
H 0.7876 -0.8423 -2.2126
*
```